# 1
Entry from OMol25: an isolated ion of composition C3H8N and charge +2 in a non-equilibrium geometry (wB97M-V/def2-TZVPD).

Structure (ORCA input):
```
! RIJCOSX wB97M-V def2-TZVPD def2/J DEFGRID3
* xyz 2 2
C -0.940 0.877 0.714
C -0.129 -0.110 -0.174
C -0.077 -0.195 -1.539
N 1.032 -0.787 0.478
H -1.944 0.663 1.063
H -0.331 1.241 1.566
H -1.142 1.764 0.134
H 0.472 -0.830 -2.121
H -1.068 0.178 -2.056
H 0.859 -1.757 0.876
H 1.421 -0.282 1.300
H 1.847 -0.763 -0.242
*
```

Summary:
- Expectation value of S²: 0.753
- ΔE to the lowest compared entry with this formula, charge and spin: 104.7 kJ/mol
- Kohn-Sham gap (spin up / spin down): 11.773 / 8.884 eV

=====

# 2
Entry from OMol25: C39H36NNbO16P as an isolated structure in a non-equilibrium geometry (wB97M-V/def2-TZVPD).

Structure (ORCA input):
```
! RIJCOSX wB97M-V def2-TZVPD def2/J DEFGRID3
* xyz -1 1
N -1.057 -0.602 -3.664
C -0.157 0.025 -2.750
O -0.082 -0.318 -1.558
C 0.676 1.190 -3.272
C 2.192 1.105 -2.942
Nb 3.141 -0.890 -3.349
P 4.094 -0.860 -0.889
O 5.096 0.199 -0.534
O 4.679 -2.303 -0.462
O 2.853 -0.665 0.156
H -1.892 -0.833 -3.125
H -0.649 -1.494 -3.951
H 0.505 1.344 -4.350
H 0.244 2.065 -2.750
H 2.758 1.779 -3.626
H 2.372 1.505 -1.929
H 4.806 -0.318 -3.847
H 4.183 -2.382 -3.118
H 2.062 -2.036 -2.392
H 2.563 -1.567 -4.962
H 4.231 -2.991 -0.971
H 2.012 -0.926 -0.249
C -1.563 -0.940 -7.919
C -2.409 -1.106 -8.932
C -2.860 -2.459 -9.345
O -3.630 -2.612 -10.270
C -2.335 -3.622 -8.582
C -1.492 -3.459 -7.568
C -1.037 -2.103 -7.154
O -0.273 -1.946 -6.232
H -1.216 0.030 -7.589
H -2.810 -0.280 -9.504
H -2.682 -4.594 -8.907
H -1.091 -4.285 -6.995
C 2.220 4.869 -2.919
C 3.208 5.460 -3.587
C 2.974 6.106 -4.900
O 3.865 6.653 -5.516
C 1.591 6.064 -5.451
C 0.602 5.474 -4.789
C 0.839 4.834 -3.468
O -0.062 4.292 -2.865
H 2.356 4.388 -1.958
H 4.224 5.498 -3.213
H 1.453 6.541 -6.413
H -0.413 5.426 -5.165
C 1.093 3.169 3.356
C 1.182 3.807 2.195
C 2.221 3.435 1.201
O 2.304 4.032 0.146
C 3.145 2.331 1.545
C 3.053 1.693 2.710
C 2.018 2.061 3.705
O 1.911 1.489 4.774
H 0.345 3.416 4.099
H 0.514 4.609 1.912
H 3.880 2.061 0.793
H 3.713 0.878 2.976
C -1.544 -0.930 3.944
C -1.987 0.312 3.782
C -1.882 1.000 2.470
O -2.302 2.132 2.335
C -1.228 0.270 1.359
C -0.775 -0.971 1.523
C -0.914 -1.673 2.822
O -0.521 -2.811 2.976
H -1.624 -1.450 4.891
H -2.453 0.865 4.588
H -1.126 0.789 0.414
H -0.297 -1.514 0.718
C -0.518 2.017 8.284
C -1.115 1.196 7.426
C -2.576 0.929 7.507
O -3.120 0.185 6.719
C -3.347 1.613 8.577
C -2.748 2.431 9.436
C -1.286 2.698 9.359
O -0.748 3.447 10.145
H 0.543 2.230 8.245
H -0.576 0.692 6.631
H -4.408 1.400 8.607
H -3.280 2.943 10.228
C -3.744 -7.246 3.771
C -2.980 -7.891 2.896
C -1.642 -7.366 2.504
O -0.956 -7.966 1.707
C -1.195 -6.094 3.126
C -1.960 -5.450 4.004
C -3.292 -5.973 4.395
O -3.994 -5.393 5.196
H -4.721 -7.601 4.075
H -3.279 -8.819 2.426
H -0.225 -5.722 2.822
H -1.650 -4.518 4.457
*
```

Summary:
- Kohn-Sham gap: 4.755 eV

=====

# 3
Entry from OMol25: C19H27As2AuO as an isolated structure (wB97M-V/def2-TZVPD).

Structure (ORCA input):
```
! RIJCOSX wB97M-V def2-TZVPD def2/J DEFGRID3
* xyz -2 1
Au -1.380 -0.811 -2.546
C 2.597 -0.232 -2.472
As 1.590 -1.567 -1.426
C 3.414 -2.871 -1.481
C 2.064 -1.119 0.438
C 3.375 -0.843 0.821
C 3.690 -0.524 2.138
C 2.686 -0.513 3.099
C 1.376 -0.805 2.730
C 1.041 -1.086 1.405
As -0.853 -1.305 0.844
C -1.335 -2.263 2.661
C -1.590 0.372 1.586
H 3.471 -0.692 -2.931
H 2.913 0.596 -1.830
H 1.933 0.176 -3.233
H 4.419 -2.409 -1.501
H 3.316 -3.484 -2.388
H 3.379 -3.551 -0.616
H 4.160 -0.884 0.074
H 4.710 -0.284 2.411
H 2.917 -0.273 4.130
H 0.604 -0.821 3.489
H -1.307 -1.663 3.584
H -0.675 -3.131 2.791
H -2.357 -2.633 2.527
H -0.877 0.798 2.298
H -2.524 0.161 2.107
H -1.755 1.099 0.791
C -5.253 0.210 -1.384
C -4.360 -0.441 -0.345
O -4.126 -1.804 -0.669
H -5.537 1.220 -1.062
H -6.165 -0.381 -1.526
H -4.725 0.283 -2.339
H -4.839 -0.394 0.640
H -3.416 0.104 -0.284
H -3.192 -1.867 -0.901
C -0.046 -0.031 -1.127
C 0.097 1.374 -1.128
C -0.643 2.309 -1.929
C -0.546 3.680 -1.754
C 0.310 4.250 -0.805
C 1.097 3.368 -0.054
C 1.016 1.996 -0.206
H -1.313 1.906 -2.678
H -1.157 4.329 -2.374
H 0.363 5.321 -0.658
H 1.796 3.768 0.673
H 1.639 1.362 0.410
*
```

Summary:
- ΔE to the lowest compared entry with this formula, charge and spin: 20.1 kJ/mol
- Kohn-Sham gap: 4.487 eV

=====

# 4
Entry from OMol25: one molecule with the formula C4H6O2 (wB97M-V/def2-TZVPD).

Structure (ORCA input):
```
! RIJCOSX wB97M-V def2-TZVPD def2/J DEFGRID3
* xyz 0 1
C -1.348 0.618 0.341
C -0.051 0.090 0.926
O -0.002 -0.382 2.041
C 1.174 0.050 0.010
C 0.753 -0.864 -1.119
O 0.601 -0.523 -2.266
H -1.324 0.715 -0.748
H -1.574 1.600 0.770
H -2.161 -0.057 0.623
H 1.470 1.023 -0.396
H 1.992 -0.392 0.589
H 0.470 -1.877 -0.770
*
```

Summary:
- SMILES: CC(=O)CC=O
- ΔE to the lowest compared entry with this formula, charge and spin: 83.9 kJ/mol
- Kohn-Sham gap: 10.354 eV

=====

# 5
Entry from OMol25: C18H43AuN4O5SSi as an isolated structure (wB97M-V/def2-TZVPD).

Structure (ORCA input):
```
! RIJCOSX wB97M-V def2-TZVPD def2/J DEFGRID3
* xyz 2 3
Au 0.260 -0.198 -0.370
C -4.909 0.428 0.487
C -3.762 0.817 -0.432
C -3.106 2.110 0.025
C -4.220 0.919 -1.878
O -2.707 -0.187 -0.338
Si -2.731 -1.785 -0.595
S -0.555 -2.291 -0.433
O -3.516 -2.667 0.480
C -3.355 -3.089 1.861
C -4.758 -3.165 2.439
C -2.513 -2.065 2.610
C -2.688 -4.454 1.849
O -3.100 -2.132 -2.112
C -3.565 -3.356 -2.768
C -3.414 -3.090 -4.255
C -5.021 -3.567 -2.386
C -2.695 -4.522 -2.326
H -5.704 1.171 0.426
H -4.575 0.369 1.524
H -5.328 -0.538 0.199
H -3.835 2.919 0.062
H -2.319 2.394 -0.679
H -2.677 1.983 1.021
H -4.918 1.750 -1.989
H -4.721 0.006 -2.195
H -3.368 1.090 -2.538
H -5.229 -2.181 2.438
H -4.725 -3.533 3.464
H -5.371 -3.845 1.848
H -2.963 -1.073 2.544
H -1.497 -2.023 2.201
H -2.434 -2.340 3.662
H -3.299 -5.171 1.302
H -2.564 -4.820 2.869
H -1.702 -4.404 1.382
H -4.008 -2.224 -4.548
H -3.756 -3.953 -4.826
H -2.370 -2.901 -4.507
H -5.627 -2.721 -2.713
H -5.127 -3.687 -1.308
H -5.404 -4.466 -2.871
H -1.646 -4.331 -2.562
H -2.997 -5.428 -2.851
H -2.798 -4.706 -1.255
N 4.381 4.871 0.317
C 3.727 3.507 0.156
C 4.800 2.482 -0.180
C 4.148 1.115 -0.392
N 3.503 0.701 0.860
C 3.109 1.200 -1.519
C 2.027 2.247 -1.274
N 1.025 1.804 -0.265
C 2.665 3.606 -0.930
H 5.100 4.853 1.045
H 3.700 5.593 0.566
H 4.835 5.161 -0.554
H 3.284 3.296 1.129
H 5.542 2.420 0.622
H 5.323 2.776 -1.095
H 4.923 0.415 -0.716
H 4.067 0.968 1.661
H 3.417 -0.308 0.911
H 2.642 0.223 -1.660
H 3.618 1.437 -2.456
H 1.460 2.397 -2.193
H 0.211 2.414 -0.310
H 1.409 1.853 0.676
H 1.893 4.333 -0.660
H 3.141 3.969 -1.848
O -0.780 0.688 4.524
N -0.499 0.458 3.407
O 0.248 0.958 2.617
*
```

Summary:
- Expectation value of S²: 2.008
- ΔE to the lowest compared entry with this formula, charge and spin: 0.0 kJ/mol
- Kohn-Sham gap (spin up / spin down): 9.161 / 6.842 eV

=====

# 6
Entry from OMol25: C4H11N3O2 as an isolated structure in a non-equilibrium geometry (wB97M-V/def2-TZVPD).

Structure (ORCA input):
```
! RIJCOSX wB97M-V def2-TZVPD def2/J DEFGRID3
* xyz 0 1
C -1.910 -1.251 1.070
C -1.123 1.017 0.931
N -1.014 -0.251 0.516
N -2.100 1.395 1.824
N -0.324 1.856 0.304
H -0.150 -0.608 -0.065
H -2.960 -0.964 0.990
H -1.668 -1.585 2.087
H -2.521 0.570 2.222
H -2.011 2.161 2.468
H 0.297 1.374 -0.381
H -0.279 2.855 0.380
H -1.858 -2.125 0.435
C 2.852 -1.184 -1.649
C 1.558 -0.556 -1.161
O 0.747 -1.328 -0.562
O 1.269 0.658 -1.323
H 2.486 -1.849 -2.415
H 3.301 -1.726 -0.823
H 3.479 -0.379 -2.068
*
```

Summary:
- ΔE to the lowest compared entry with this formula, charge and spin: 44.9 kJ/mol
- Kohn-Sham gap: 9.780 eV

=====

# 7
Entry from OMol25: a 2-piece molecular cluster, C2H6BrNOSi overall in a non-equilibrium geometry (wB97M-V/def2-TZVPD).

Structure (ORCA input):
```
! RIJCOSX wB97M-V def2-TZVPD def2/J DEFGRID3
* xyz 0 1
C -0.341 -0.431 0.743
C -0.130 0.090 -0.706
N -1.061 -1.665 0.818
O -0.211 0.394 1.630
Si 0.739 1.745 -0.637
Br -0.834 -0.855 -2.077
H 1.343 -1.306 0.359
H -0.797 -2.338 0.117
H -1.334 -2.052 1.700
H -0.405 2.733 -0.569
H 1.350 2.006 -1.880
H 1.683 1.679 0.500
*
```

Summary:
- ΔE to the lowest compared entry with this formula, charge and spin: 396.7 kJ/mol
- Kohn-Sham gap (spin up / spin down): 7.566 / 8.600 eV

=====

Number 1: total energy -172.99112 hartree. Number 2: total energy -3164.42474 hartree. Number 3: total energy -5422.44286 hartree. Number 4: total energy -306.47432 hartree. Number 5: total energy -2129.81298 hartree. Number 6: total energy -473.78565 hartree. Number 7: total energy -3073.13963 hartree.